C4H6N2O | the ωB97M-V functional and the def2-TZVPD basis

Total charge: 0
Strongest force on any atom, eV/A: 4.27
2S+1: 1
HOMO energy, eV: -7.874
HOMO-LUMO gap, eV: 8.267

```
13
Properties=species:S:1:pos:R:3:forces:R:3:nbo_charge:R:1
C -2.27405 0.00774 0.82170 -0.1 -0.6 -1.2 -0.381
C -2.00922 -0.79969 -0.04614 0.5 0.1 1.7 0.279
C 1.40096 -0.32300 -0.26725 0.8 -1.4 1.2 0.159
C 1.10391 1.12450 -0.14788 3.9 -1.5 -0.8 -0.666
N 1.48226 -1.42851 0.15198 -2.1 3.2 -1.7 0.028
N 1.56016 -2.56748 0.52109 3.1 -1.5 2.0 -0.592
O -1.57578 -1.85302 -0.74651 -1.5 1.2 -0.3 -0.644
H -2.65522 0.75819 1.48512 0.2 -0.2 -0.2 0.246
H 1.28318 1.60136 0.77506 0.7 0.0 1.5 0.229
H 1.75909 1.57861 -0.89444 -0.7 0.6 -0.1 0.232
H 0.11724 1.18437 -0.27162 -4.0 0.8 -1.3 0.240
H 0.97112 -3.32649 0.33195 -1.7 -0.2 -0.9 0.368
H -2.33895 -2.01492 -1.34059 0.8 -0.4 0.0 0.502
```
Positions in Å, forces in eV/Å.